The following is a DFT calculation (ωB97M-V/def2-TZVPD) of a molecular structure, C25H28BaN7O2S2.

```
65
Properties=species:S:1:pos:R:3:forces:R:3
Ba 0.188 1.227 0.141 0.1 -0.2 -0.3
C 1.953 2.162 -3.063 0.0 0.0 0.0
N 1.544 0.888 -2.481 0.0 0.0 -0.1
C 2.710 -0.001 -2.397 0.0 0.0 0.0
C 0.416 0.262 -3.114 -0.1 0.0 0.0
C -0.090 0.716 -4.325 0.0 0.0 0.0
C -1.214 0.140 -4.908 0.0 0.0 0.0
C -1.846 -0.907 -4.260 0.0 0.0 0.0
C -1.362 -1.374 -3.048 0.0 0.0 -0.1
C -0.224 -0.820 -2.435 0.0 0.0 0.1
N 0.224 -1.142 -1.177 0.1 0.2 0.0
C 0.122 -2.383 -0.633 0.0 0.0 0.0
C -0.049 -3.591 -1.343 0.0 0.0 0.0
C -0.094 -4.814 -0.696 0.0 0.0 0.0
C 0.038 -4.901 0.681 0.0 0.0 0.0
C 0.250 -3.729 1.401 0.0 0.0 0.0
C 0.295 -2.496 0.775 0.0 0.0 0.0
N 0.576 -1.284 1.514 -0.1 0.0 0.0
C -0.061 -1.207 2.825 0.0 0.0 0.0
C 2.015 -1.036 1.603 0.0 0.0 0.0
H 2.348 2.045 -4.083 0.0 0.0 0.0
H 2.732 2.604 -2.446 0.0 0.0 0.0
H 1.114 2.858 -3.091 0.0 0.0 0.0
H 3.146 -0.165 -3.392 0.0 0.0 0.0
H 2.413 -0.954 -1.968 0.0 0.0 0.0
H 3.469 0.465 -1.766 0.0 0.0 0.0
H 0.399 1.535 -4.833 0.0 0.0 0.0
H -1.586 0.516 -5.852 0.0 0.0 0.0
H -2.734 -1.357 -4.689 0.0 0.0 0.0
H -1.890 -2.164 -2.530 0.0 0.0 0.0
H -0.134 -3.555 -2.421 0.0 0.0 0.0
H -0.232 -5.717 -1.282 0.0 0.0 0.0
H -0.006 -5.857 1.187 0.0 0.0 0.0
H 0.384 -3.784 2.474 0.0 0.0 0.0
H 0.294 -1.977 3.523 0.0 0.0 0.0
H -1.139 -1.319 2.702 0.0 0.0 0.0
H 0.142 -0.225 3.259 0.0 0.0 0.0
H 2.531 -1.800 2.199 0.0 0.0 0.0
H 2.194 -0.062 2.074 0.0 0.0 0.0
H 2.448 -1.039 0.600 0.0 0.0 0.0
S 2.416 3.204 2.754 0.0 0.1 -0.1
C 2.796 3.597 1.061 -0.2 -0.1 0.1
S 1.579 4.101 0.001 0.1 0.1 -0.1
C 4.135 3.445 0.717 -0.1 -0.1 0.0
C 4.578 3.659 -0.617 0.1 0.1 0.0
N 4.966 3.820 -1.691 0.0 0.0 0.0
C 5.094 3.022 1.678 0.1 0.0 0.0
N 5.846 2.667 2.478 0.0 0.0 0.0
C -3.778 1.956 4.421 0.0 0.0 0.0
C -3.524 1.318 3.097 0.0 0.0 0.0
C -4.288 0.446 2.339 0.0 0.0 0.0
C -3.522 0.189 1.190 0.1 -0.1 -0.1
N -2.380 0.864 1.239 0.0 0.1 0.1
N -2.403 1.548 2.405 0.0 0.0 0.0
C -3.809 -0.725 0.042 0.0 0.0 0.0
H -4.649 1.505 4.893 0.0 0.0 0.0
H -3.962 3.026 4.318 0.0 0.0 0.0
H -2.922 1.829 5.085 0.0 0.0 0.0
H -5.258 0.047 2.586 0.0 0.0 0.0
H -1.515 2.042 2.671 0.0 0.0 0.0
H -4.857 -1.022 0.036 0.0 0.0 0.0
H -3.198 -1.629 0.105 0.0 0.0 0.0
H -3.580 -0.246 -0.911 0.0 0.0 0.0
O 0.817 3.408 2.857 0.1 0.0 0.0
O 0.134 2.171 2.520 0.0 0.0 0.2
```
Positions in Å, forces in eV/Å.

Computed properties:
Total energy in a.u.: -2325.15640
E_LUMO in Eh: 0.081
Gap between HOMO and LUMO in eV: 6.5
Net charge: -1

natural (NBO) atomic charge list, values in e, 4 entries: 1.836, -0.425, -0.496, -0.420